Version w
Molecular formula: C3H12N2
Method: DFT, ωB97M-V with the def2-TZVPD basis set

Values from the calculation:
Gap between HOMO and LUMO, eV: 10.0423
SMILES: CNC.CN

```
! wB97M-V def2-TZVPD RIJCOSX def2/J DEFGRID3
* xyz 0 1
C -0.36 -1.57 -1.22
N 0.73 -0.62 -1.06
C 2.01 -1.26 -0.80
H -1.09 -1.17 -1.91
H -0.87 -1.73 -0.27
H -0.04 -2.51 -1.66
H 0.85 -0.11 -1.93
H 2.25 -2.07 -1.50
H 2.83 -0.54 -0.80
H 2.06 -1.70 0.19
C -1.34 2.17 2.03
N -1.01 1.22 0.93
H -0.52 2.87 2.20
H -2.30 2.65 1.90
H -1.38 1.60 2.95
H -0.42 0.49 1.31
H -0.40 1.70 0.27
*
```



Version x
Molecular formula: C3H12N2
Method: DFT, ωB97M-V with the def2-TZVPD basis set

Values from the calculation:
Gap between HOMO and LUMO, eV: 9.7177
SMILES: CCN.CN

```
! wB97M-V def2-TZVPD RIJCOSX def2/J DEFGRID3
* xyz 0 1
C 1.04 -0.58 -0.32
C 2.26 -0.76 0.59
N 1.84 -1.31 1.83
H 1.02 -1.31 -1.16
H 0.20 -0.96 0.26
H 0.85 0.46 -0.57
H 3.09 -1.51 0.13
H 2.63 0.29 0.70
H 1.30 -2.09 1.78
H 2.41 -1.11 2.68
C -2.14 1.96 -1.10
N -2.77 0.57 -1.05
H -2.54 2.81 -1.65
H -1.10 1.67 -1.46
H -2.13 2.27 -0.02
H -2.47 0.31 -0.08
H -3.72 0.60 -1.11
*
```



Stability summary - winner: version w; margin: 90.9 kJ/mol.



Version w
Molecular formula: C30H36BF6N8O2PPbS2Sb
Method: DFT, ωB97M-V with the def2-TZVPD basis set

Values from the calculation:
Gap between HOMO and LUMO, eV: 7.0123
Expectation value of S²: 0.7500

```
! wB97M-V def2-TZVPD RIJCOSX def2/J DEFGRID3
* xyz 2 2
Pb 1.43 -2.08 -0.87
C 4.46 -0.98 -5.81
N 3.60 -1.74 -4.89
C 2.70 -2.68 -5.27
C 1.84 -2.91 -4.22
N 2.16 -2.04 -3.25
C 3.25 -1.36 -3.59
P 3.98 -0.01 -2.62
C 4.46 -0.94 -1.16
N 3.69 -1.67 -0.41
C 4.47 -2.15 0.55
C 5.76 -1.74 0.40
N 5.78 -0.92 -0.71
C 6.94 -0.16 -1.10
C 2.46 0.84 -1.96
N 1.40 0.20 -1.45
C 0.48 1.16 -1.13
C 1.01 2.41 -1.40
N 2.24 2.16 -2.02
C 3.22 3.12 -2.38
H 4.20 0.07 -5.68
H 4.17 -1.23 -6.88
H 5.43 -1.30 -5.64
H 2.80 -3.17 -6.22
H 1.03 -3.60 -4.13
H 4.03 -2.86 1.32
H 6.63 -1.84 0.96
H 7.69 -0.94 -1.13
H 7.10 0.69 -0.45
H 6.84 0.19 -2.17
H -0.50 0.84 -0.79
H 0.59 3.38 -1.27
H 3.49 3.74 -1.54
H 2.89 3.74 -3.28
H 4.10 2.72 -2.85
O -2.25 3.18 0.53
S -3.34 2.74 1.83
C -2.37 1.26 2.22
C -2.87 0.68 3.64
C -3.15 -0.78 3.52
C -1.90 -1.54 2.98
S -2.08 -2.26 1.36
O -2.14 -1.12 0.36
C -3.71 -3.04 1.44
C -4.32 -3.80 2.47
C -5.58 -4.31 2.25
C -6.28 -4.16 1.12
C -5.67 -3.48 0.05
C -4.43 -2.84 0.29
C -4.77 2.16 1.07
C -4.90 0.85 0.48
C -6.10 0.48 -0.12
C -7.17 1.45 -0.08
C -6.98 2.71 0.40
C -5.85 3.13 0.98
H -1.39 1.59 2.41
H -2.40 0.66 1.35
H -3.75 1.22 3.92
H -2.15 1.12 4.38
H -3.94 -0.90 2.78
H -3.46 -1.26 4.44
H -1.49 -2.32 3.52
H -1.05 -0.79 2.82
H -3.88 -3.91 3.45
H -5.89 -4.96 3.03
H -7.25 -4.55 1.00
H -6.08 -3.34 -0.99
H -4.05 -2.13 -0.50
H -4.02 0.17 0.54
H -6.18 -0.59 -0.37
H -8.14 1.06 -0.35
H -7.78 3.44 0.38
H -5.64 4.13 1.40
B 5.95 2.50 5.68
C 6.36 0.70 6.01
N 5.68 -0.17 5.57
H 2.36 7.20 -1.04
H 9.46 0.64 -6.14
H 1.78 6.86 -1.27
N -3.33 4.33 -1.26
C -2.77 3.86 -0.41
F 0.55 0.37 3.66
Sb 1.87 0.76 2.36
F 3.09 -0.63 2.97
F 1.01 -0.54 1.20
F 3.04 1.01 0.83
F 0.76 2.15 1.56
F 2.75 2.09 3.33
*
```



Version x
Molecular formula: C30H36BF6N8O2PPbS2Sb
Method: DFT, ωB97M-V with the def2-TZVPD basis set

Values from the calculation:
Gap between HOMO and LUMO (alpha / beta), eV: 8.0545 / 6.2569
Expectation value of S²: 0.7579

```
! wB97M-V def2-TZVPD RIJCOSX def2/J DEFGRID3
* xyz 2 2
Pb -0.02 0.28 0.88
C 3.35 0.64 5.77
N 2.54 1.30 4.71
C 1.68 2.31 4.95
C 0.93 2.46 3.82
N 1.27 1.49 2.91
C 2.27 0.82 3.47
P 3.26 -0.48 2.71
C 3.28 0.13 0.99
N 2.21 0.32 0.18
C 2.67 0.83 -0.97
C 4.02 1.03 -0.85
N 4.40 0.61 0.36
C 5.74 0.77 1.01
C 2.10 -1.84 2.43
N 0.87 -1.78 1.90
C 0.47 -3.08 1.78
C 1.39 -3.90 2.36
N 2.37 -3.09 2.76
C 3.49 -3.61 3.50
H 2.70 0.66 6.63
H 3.70 -0.35 5.48
H 4.15 1.34 6.01
H 1.74 2.97 5.83
H 0.29 3.27 3.55
H 1.93 1.01 -1.73
H 4.72 1.57 -1.47
H 6.00 1.76 0.80
H 5.59 0.73 2.09
H 6.42 0.03 0.62
H -0.49 -3.22 1.36
H 1.46 -4.90 2.62
H 3.68 -3.10 4.39
H 3.22 -4.62 3.76
H 4.36 -3.57 2.95
O -0.32 1.70 -0.95
S -1.63 1.25 -1.64
C -1.08 0.65 -3.26
C -2.05 -0.23 -4.03
C -2.37 -1.56 -3.32
C -1.17 -2.48 -3.05
S -0.53 -2.60 -1.43
O 0.17 -1.24 -1.20
C 0.73 -3.72 -1.91
C 1.98 -3.32 -1.76
C 3.04 -4.22 -2.00
C 2.75 -5.38 -2.66
C 1.41 -5.77 -2.86
C 0.39 -5.02 -2.36
C -2.43 2.81 -1.99
C -1.73 3.77 -2.65
C -2.15 5.11 -2.65
C -3.36 5.43 -2.08
C -4.14 4.41 -1.49
C -3.71 3.06 -1.41
H -0.13 0.16 -3.08
H -0.91 1.63 -3.81
H -1.53 -0.38 -4.98
H -2.91 0.38 -4.13
H -3.05 -2.20 -3.93
H -2.97 -1.47 -2.46
H -0.40 -2.21 -3.78
H -1.50 -3.45 -3.33
H 2.23 -2.38 -1.26
H 4.07 -4.00 -1.83
H 3.48 -6.10 -3.01
H 1.25 -6.74 -3.37
H -0.63 -5.43 -2.43
H -0.70 3.49 -2.98
H -1.58 5.91 -3.09
H -3.71 6.43 -1.86
H -4.99 4.79 -1.01
H -4.08 1.46 0.02
B -6.26 2.70 -2.27
C -5.70 1.89 -1.09
N -4.49 2.06 -0.79
H -6.30 1.13 -0.59
H -6.18 2.41 -3.39
H -6.77 3.71 -1.95
N -3.01 -1.51 0.17
C -2.07 -0.90 0.46
F -1.73 1.48 2.81
Sb -3.27 2.49 2.51
F -3.80 0.96 1.47
F -2.33 2.99 0.99
F -4.80 3.41 1.85
F -2.52 4.02 3.33
F -4.27 1.84 3.97
*
```



Stability summary - winner: version x; margin: 701.1 kJ/mol.



Version w
Molecular formula: C10H10N2O2
Method: DFT, ωB97M-V with the def2-TZVPD basis set

Values from the calculation:
Gap between HOMO and LUMO, eV: 9.7194

```
! wB97M-V def2-TZVPD RIJCOSX def2/J DEFGRID3
* xyz 0 1
C 3.69 -1.31 0.62
C 3.03 -0.67 -0.55
C 1.25 0.82 -0.12
C -0.05 1.31 0.00
C -1.41 0.65 -0.05
C -2.54 1.29 0.10
C -3.85 0.78 0.05
C -3.82 -0.65 0.02
C -2.67 -1.44 -0.09
C -1.38 -0.73 -0.04
H 3.63 -0.50 1.27
H 5.05 -1.56 0.27
H 3.19 -2.01 0.83
H 2.92 -1.53 -1.11
H 3.21 0.17 -1.12
H -2.43 2.42 0.15
H -4.80 1.14 0.42
H -4.72 -1.19 -0.33
H -2.71 -2.66 -0.19
H -0.67 -1.24 0.10
N 2.16 1.81 -0.07
N -0.04 2.59 -0.03
O 1.73 -0.40 -0.19
O 1.24 2.91 0.05
*
```



Version x
Molecular formula: C10H10N2O2
Method: DFT, ωB97M-V with the def2-TZVPD basis set

Values from the calculation:
Gap between HOMO and LUMO (alpha / beta), eV: 7.9060 / 7.9048
SMILES: C=C[C@@H]1O[N+]([O-])=C(N)c2ccccc21

```
! wB97M-V def2-TZVPD RIJCOSX def2/J DEFGRID3
* xyz 0 1
C 0.12 2.63 -0.98
C 1.12 2.05 -0.43
C 0.94 1.27 0.96
O 2.31 0.83 1.27
N 2.67 -0.35 0.42
O 3.86 -0.41 0.30
C 1.72 -1.19 0.09
N 2.19 -2.15 -0.81
C 0.35 -1.00 0.38
C -0.56 -2.01 0.03
C -1.87 -1.75 0.26
C -2.30 -0.60 0.86
C -1.37 0.41 1.11
C -0.02 0.24 0.90
H -0.94 2.53 -0.71
H 0.46 3.17 -1.90
H 2.20 2.29 -0.63
H 0.75 1.91 1.87
H 1.55 -3.02 -0.94
H 3.17 -2.47 -0.76
H -0.25 -3.04 -0.20
H -2.59 -2.48 -0.08
H -3.31 -0.27 0.92
H -1.68 1.26 1.55
*
```



Version y
Molecular formula: C10H10N2O2
Method: DFT, ωB97M-V with the def2-TZVPD basis set

Values from the calculation:
Gap between HOMO and LUMO, eV: 8.6225
SMILES: O=c1cc[nH]c(=O)[nH]1.c1ccccc1

```
! wB97M-V def2-TZVPD RIJCOSX def2/J DEFGRID3
* xyz 0 1
O 2.94 2.49 0.05
C 2.71 1.27 -0.24
C 3.80 0.28 -0.50
C 3.75 -0.94 -0.10
N 2.44 -1.43 0.21
C 1.23 -0.79 0.06
O 0.18 -1.33 0.27
N 1.45 0.60 -0.20
H 4.86 0.80 -0.41
H 4.54 -1.57 -0.03
H 2.32 -2.35 0.38
H 0.64 1.31 -0.40
C -3.12 -0.41 -1.10
C -2.26 -1.20 -0.27
C -1.59 -0.63 0.81
C -2.04 0.67 1.28
C -2.89 1.40 0.41
C -3.42 0.89 -0.75
H -3.48 -0.73 -2.11
H -1.94 -2.13 -0.65
H -0.86 -1.19 1.51
H -1.85 0.93 2.35
H -3.15 2.50 0.61
H -4.24 1.54 -1.21
*
```



Version z
Molecular formula: C10H10N2O2
Method: DFT, ωB97M-V with the def2-TZVPD basis set

Values from the calculation:
Gap between HOMO and LUMO (alpha / beta), eV: 8.1677 / 8.1680
SMILES: [H]/N=N/C=C\C=C(\O)Oc1ccccc1

```
! wB97M-V def2-TZVPD RIJCOSX def2/J DEFGRID3
* xyz 0 1
H 0.78 1.66 2.55
N 0.67 0.73 2.10
N 0.60 -0.14 2.99
C 0.31 -1.44 2.91
C -0.76 -2.09 2.37
C -1.75 -1.66 1.40
C -1.48 -1.15 0.19
O -2.48 -0.81 -0.67
O -0.20 -1.08 -0.26
C 0.24 0.00 -0.98
C 1.38 -0.20 -1.76
C 1.89 0.85 -2.50
C 1.28 2.09 -2.48
C 0.16 2.29 -1.69
C -0.36 1.25 -0.93
H 0.86 -1.99 3.67
H -1.01 -3.04 2.84
H -2.78 -1.89 1.62
H -2.10 -0.50 -1.50
H 1.84 -1.17 -1.76
H 2.77 0.69 -3.11
H 1.68 2.91 -3.06
H -0.32 3.26 -1.65
H -1.22 1.43 -0.30
*
```



Stability summary - winner: version y; margin: 13.2 kJ/mol.